No. 1
A structure of composition C22H58AsF6FeN5O7 at a distorted geometry. Source: the OMol25 dataset; level of theory: ωB97M-V/def2-TZVPD.

```
100
Properties=species:S:1:pos:R:3:mulliken_charge:R:1
As 6.075 18.515 -16.687 1.937
Fe 9.239 20.529 -16.874 0.623
F 4.811 17.277 -16.938 -0.494
F 5.966 18.263 -14.886 -0.484
F 4.869 19.838 -16.714 -0.472
F 7.368 19.744 -16.544 -0.433
F 6.103 18.771 -18.488 -0.513
F 7.275 17.163 -16.785 -0.479
O 9.457 20.898 -14.719 -0.591
O 10.921 21.581 -17.341 -0.353
O 15.129 18.474 -14.503 -0.464
O 10.108 19.075 -15.571 -1.088
O 7.163 16.164 -7.694 -0.312
O 4.099 23.443 -13.762 -0.364
O 10.916 21.460 -9.531 -0.493
N 7.742 23.491 -14.721 -0.314
N 12.256 17.290 -16.401 -0.571
N 9.991 22.620 -7.041 -0.821
N 8.348 22.426 -17.213 0.130
N 6.569 18.440 -10.558 -0.544
C 15.015 18.039 -13.213 -0.742
C 10.608 21.038 -10.809 -0.576
C 8.920 24.740 -17.476 -1.646
C 5.324 23.914 -14.309 -1.015
C 10.184 20.702 -8.548 -0.550
C 10.391 21.223 -7.096 0.369
C 3.402 22.555 -14.581 -0.657
C 7.177 17.319 -9.830 0.535
C 6.894 17.405 -8.309 -0.447
C 8.677 17.215 -10.093 -1.361
C 6.950 16.165 -6.318 -0.659
C 9.688 19.016 -13.238 -0.324
C 9.743 19.716 -14.549 1.470
C 12.156 21.167 -16.795 -0.875
C 6.508 22.861 -14.291 1.126
C 9.351 23.316 -17.708 0.529
C 6.770 22.399 -12.836 -1.405
C 10.766 22.969 -17.149 -0.695
C 9.485 20.552 -6.114 -1.435
C 13.385 17.100 -15.575 0.705
C 13.907 18.504 -15.306 -0.563
C 14.441 16.335 -16.460 -1.384
H 13.095 16.562 -14.673 0.319
H 14.025 18.043 -12.757 0.236
H 7.456 17.035 -5.900 0.230
H 9.495 25.356 -18.168 0.471
H 5.838 17.600 -8.121 0.377
H 15.256 16.031 -15.803 0.336
H 10.962 20.007 -10.840 0.251
H 10.601 19.202 -12.673 -0.032
H 7.924 24.354 -14.229 0.326
H 8.997 22.681 -7.208 0.286
H 6.736 16.397 -10.208 0.237
H 9.265 18.130 -10.017 0.257
H 8.504 22.877 -14.473 -0.023
H 3.150 23.036 -15.526 0.306
H 7.237 15.232 -5.833 0.252
H 7.943 25.004 -17.881 0.461
H 14.839 16.935 -17.278 0.302
H 2.424 22.306 -14.168 0.301
H 15.459 17.045 -13.158 0.287
H 7.876 23.062 -16.586 -0.227
H 5.885 21.927 -12.411 0.456
H 13.249 19.232 -14.833 0.364
H 9.003 25.073 -16.442 0.299
H 7.609 21.708 -12.751 0.127
H 15.550 18.594 -12.442 0.287
H 11.420 21.281 -6.741 0.341
H 6.240 22.070 -14.992 -0.322
H 8.858 19.306 -12.593 -0.181
H 9.209 16.433 -9.552 0.434
H 9.726 20.779 -5.076 0.378
H 9.453 23.032 -18.755 0.450
H 7.480 18.253 -7.955 0.097
H 9.528 21.044 -10.953 0.306
H 12.951 21.781 -17.219 0.402
H 11.607 17.849 -15.867 0.011
H 7.032 23.204 -12.148 0.378
H 9.121 20.800 -8.767 0.333
H 5.576 18.331 -10.702 0.265
H 14.080 15.396 -16.880 0.403
H 14.108 19.023 -16.243 0.231
H 3.940 21.656 -14.880 0.244
H 11.785 16.408 -16.541 0.326
H 10.385 22.927 -7.920 0.320
H 7.030 18.505 -11.455 0.059
H 10.810 23.261 -16.100 0.253
H 12.267 20.135 -17.129 0.315
H 11.552 23.582 -17.589 0.486
H 7.576 22.346 -17.860 0.279
H 5.630 24.735 -13.661 0.388
H 9.612 17.941 -13.406 0.432
H 5.265 24.268 -15.338 0.420
H 9.602 19.469 -6.161 0.323
H 11.162 21.521 -11.614 0.354
H 12.145 21.202 -15.706 0.262
H 10.457 19.649 -8.472 0.246
H 8.418 20.754 -6.198 0.356
H 8.860 16.906 -11.122 0.325
H 5.898 16.312 -6.074 0.298
```

Values from the calculation:
charge	0
E_LUMO (alpha / beta)	-0.3 / -0.7	eV
molecular weight	749.49	g/mol
Kohn-Sham gap (alpha / beta)	0.33209 / 0.31637	hartree
2S+1	5
energy above the lowest of the compared OMol25 structures with the same formula, charge and spin	55.1	kcal per mole


No. 2
A cluster of 3 separate species, C26H47N6O3 in total at a distorted geometry. Source: the OMol25 dataset; level of theory: ωB97M-V/def2-TZVPD.

```
82
Properties=species:S:1:pos:R:3:mulliken_charge:R:1
O 1.460 0.604 3.093 -0.588
O -7.471 -4.858 -1.615 -0.340
O 1.381 -1.143 -2.554 -0.645
N -6.178 -4.423 -1.563 0.029
N -4.605 -2.701 -2.032 -0.313
N 1.387 -0.146 -1.722 0.572
N -2.821 0.442 -5.370 -0.546
N 2.603 0.765 3.685 0.509
N -6.876 -2.384 -2.454 -0.351
C 3.656 0.281 -2.666 -1.950
C -0.592 1.054 -2.668 -0.636
C 4.041 2.521 4.726 -1.844
C 0.316 2.194 -3.126 -0.946
C -5.880 -3.224 -1.983 0.383
C 2.892 -0.448 4.509 1.664
C 2.591 2.078 4.399 1.951
C -0.021 0.278 -1.481 1.921
C 2.049 -0.481 5.786 -1.236
C 1.729 1.682 -3.396 -1.365
C -2.828 -2.161 -4.337 -0.417
C 2.711 1.871 -1.079 -1.931
C -4.753 -1.488 -2.867 0.085
C 4.385 -0.513 4.882 -1.712
C 2.329 0.898 -2.226 2.080
C -0.122 1.140 -0.210 -2.119
C 2.041 3.188 3.505 -1.980
C -1.942 -1.793 -5.321 -0.574
C -3.699 -1.186 -3.923 0.446
C -3.677 0.088 -4.422 -0.373
C -6.126 -1.651 -3.515 -0.775
C -0.913 -0.927 -1.185 -1.764
C 2.650 -1.723 3.705 -1.977
C 1.765 2.015 5.685 -1.325
C -2.009 -0.509 -5.787 -0.387
C 2.116 0.826 6.576 -0.481
H 2.377 -1.309 6.417 0.397
H -5.469 -5.056 -1.211 0.239
H 4.344 2.277 5.744 0.320
H 4.615 -1.474 5.343 0.450
H 1.599 -1.866 3.455 0.358
H 5.013 -0.415 3.995 0.372
H -1.232 -2.504 -5.710 0.433
H 2.381 2.521 -3.646 0.368
H -7.933 -4.521 -0.832 0.374
H 1.420 0.776 7.416 0.394
H -5.939 -2.346 -4.341 0.439
H -0.519 -1.511 -0.353 0.535
H -1.021 -1.586 -2.048 0.300
H -1.576 1.453 -2.405 0.574
H 3.109 0.949 7.016 0.304
H 3.545 -0.378 -3.526 0.369
H 0.701 1.955 5.432 0.391
H -4.358 0.848 -4.054 0.461
H 1.699 1.041 -4.285 0.398
H 0.991 3.040 3.254 0.337
H 0.326 2.991 -2.378 0.357
H -1.317 -0.240 -6.580 0.375
H 0.349 0.642 0.640 0.417
H -6.598 -0.772 -3.934 0.431
H 4.695 0.241 5.600 0.314
H -2.825 -3.158 -3.923 0.336
H 4.759 2.079 4.035 0.343
H -1.167 1.315 0.051 0.384
H 1.003 -0.683 5.533 0.353
H 1.894 2.943 6.247 0.341
H -0.096 2.642 -4.033 0.440
H 3.226 -1.717 2.778 0.448
H -7.179 -1.697 -1.767 0.335
H 3.751 2.184 -1.159 0.508
H 4.154 3.601 4.631 0.493
H 2.610 1.395 -0.102 0.308
H -0.751 0.375 -3.512 -0.125
H 2.610 3.259 2.575 0.461
H 2.114 4.144 4.021 0.507
H 2.961 -2.591 4.286 0.437
H 0.323 2.126 -0.310 0.392
H -4.077 -3.477 -2.436 0.309
H -4.764 -0.645 -2.169 0.383
H -1.914 -0.586 -0.912 0.347
H 2.121 2.787 -1.080 0.294
H 4.348 1.070 -2.957 0.470
H 4.111 -0.288 -1.854 0.464
```

Values from the calculation:
charge	+1
E_LUMO (alpha / beta)	-3.7 / -3.7	eV
molecular weight	491.70	g/mol
Kohn-Sham gap (alpha / beta)	0.23376 / 0.26431	hartree
2S+1	3